Record 1
5
Properties=species:S:1:pos:R:3:forces:R:3 method="wB97M-V/def2-TZVPD" e_above_lowest_kj_mol=33.82 total_charge=-1 orbital_gap_ev=7.383
C -0.503385 0.256716 -0.219350 1.20 1.64 -1.15
O -0.936365 1.133003 -0.856132 -0.64 0.85 -0.59
O -0.436427 -0.691658 0.416634 -0.56 -2.82 1.95
O 1.491183 0.672104 -0.397384 -1.04 1.17 -1.19
Br 2.648540 -0.124153 0.607900 1.04 -0.83 0.98


Record 2
38
Properties=species:S:1:pos:R:3:forces:R:3 method="wB97M-V/def2-TZVPD" total_charge=+3 orbital_gap_ev=3.710
Au -0.126271 -1.045948 0.458919 -0.24 -0.36 0.23
C -0.697248 5.532857 -0.631293 0.25 0.25 -0.09
C -1.392545 4.053443 -0.697300 -0.30 -0.69 0.24
C -2.617718 4.028777 -1.585557 0.05 0.15 -0.04
C -0.346602 3.119383 -0.900405 0.17 0.14 -0.08
C -0.250647 2.287253 -2.104766 0.12 0.12 -0.07
C 0.838414 1.529053 -2.315416 0.01 0.10 0.04
C 1.964676 1.584779 -1.376520 0.01 0.19 -0.12
C 3.251073 1.074401 -1.778815 0.06 0.09 -0.04
C 1.794620 2.220035 -0.084681 -0.04 0.07 -0.04
C 0.710835 2.984968 0.132575 -0.01 -0.02 -0.07
H -1.536868 6.184763 -0.397200 -0.05 -0.06 0.01
H -0.290580 5.754510 -1.614892 -0.03 -0.01 -0.01
H 0.066324 5.628474 0.135162 -0.01 -0.05 0.00
H -1.640191 3.948300 0.384981 0.02 0.26 0.00
H -2.385735 4.325658 -2.610256 0.00 -0.01 0.00
H -3.342644 4.746617 -1.205720 -0.02 -0.02 0.00
H -3.090705 3.046726 -1.593921 0.01 0.00 0.00
H -1.044644 2.346225 -2.838851 -0.01 -0.03 0.02
H 0.960712 0.960132 -3.230522 -0.02 -0.06 0.04
H 3.264820 0.002876 -1.461162 -0.06 0.00 0.02
H 4.087188 1.535071 -1.249431 0.01 -0.03 0.01
H 3.387200 1.043045 -2.861834 0.00 -0.03 0.00
H 2.605224 2.170680 0.633404 -0.03 -0.06 0.03
H 0.599256 3.548839 1.051677 0.00 -0.01 0.00
C 0.392103 -4.002249 2.723191 -0.06 -0.04 0.02
Sb -1.127179 -3.187017 1.518462 0.24 0.24 -0.17
C -2.821977 -2.677723 2.652987 0.01 -0.05 0.00
C -1.615909 -4.496939 -0.051851 -0.03 -0.03 0.05
H 0.026451 -4.928116 3.166173 -0.02 0.00 0.00
H 0.641609 -3.288068 3.503872 0.03 -0.02 0.01
H 1.255322 -4.206293 2.094554 0.02 -0.01 0.03
H -3.195620 -3.590805 3.116141 -0.01 0.00 0.00
H -3.576637 -2.258873 1.992315 -0.02 0.01 0.02
H -2.533181 -1.962231 3.418516 -0.02 0.00 0.01
H -1.970645 -5.432219 0.380344 0.00 0.00 0.01
H -0.721610 -4.676021 -0.643387 -0.02 -0.02 -0.02
H -2.397490 -4.046100 -0.658100 0.01 -0.02 -0.02


Record 3
17
Properties=species:S:1:pos:R:3:forces:R:3 method="wB97M-V/def2-TZVPD" e_above_lowest_kj_mol=71.81 total_charge=+1 orbital_gap_ev=11.467 smiles="CC[C@H]([NH3+])C(=O)O"
O 0.871608 0.077644 2.520863 0.16 -0.07 -0.13
C 1.070115 -0.393806 1.447643 -0.22 0.00 0.39
O 1.834421 -1.454650 1.155901 0.61 -0.19 -0.54
C 0.417180 0.190536 0.192629 0.49 -0.62 0.21
C -1.073198 0.028386 0.165156 -1.63 0.57 0.50
C -1.841351 1.049682 -0.680955 0.37 -0.49 -0.68
N 1.055180 -0.398894 -1.046735 -0.84 0.06 -0.64
H 2.475355 -1.716692 1.842253 -0.55 0.19 0.22
H 0.687613 1.234930 0.205949 0.03 0.43 -0.10
H -1.447837 0.145745 1.181111 0.39 0.20 0.28
H -1.454424 -0.960340 -0.066002 0.55 -0.53 -0.33
H -1.720780 0.862543 -1.744394 0.14 -0.13 -0.35
H -1.473543 2.057323 -0.531958 -0.28 0.28 0.38
H -2.916828 0.944603 -0.528878 0.18 0.30 0.30
H 2.069036 -0.441356 -1.011604 0.22 0.11 0.03
H 0.735043 0.114657 -1.873390 0.32 0.29 0.08
H 0.712412 -1.340309 -1.227589 0.07 -0.39 0.38


Record 4
78
Properties=species:S:1:pos:R:3:forces:R:3 method="wB97M-V/def2-TZVPD" e_above_lowest_kj_mol=477.74 total_charge=+1 orbital_gap_ev="6.391 / 6.310" multiplicity=2
Ir 0.162504 -0.516571 -0.902058 -0.03 0.25 -0.13
C -0.670369 1.894420 -5.259359 0.01 0.01 0.01
C -1.437423 2.119833 -3.994569 0.05 -0.04 0.01
C -2.649145 2.792073 -3.967458 -0.04 0.01 0.01
C -3.312142 2.935574 -2.758768 0.02 0.05 -0.06
C -2.756073 2.449962 -1.588271 0.02 0.00 0.04
C -3.542667 2.447582 -0.295734 -0.03 -0.03 -0.04
C -2.794053 2.929150 0.916125 0.03 0.00 0.03
C -1.903136 2.094108 1.428178 -0.04 0.02 -0.04
C -1.670358 0.846576 0.647203 -0.13 0.18 -0.08
S -0.431927 -0.270452 1.279556 0.60 -0.38 0.07
C -1.521397 1.812230 -1.735361 0.00 0.08 0.14
N -0.894996 1.632648 -2.868080 0.03 -0.07 -0.09
H -1.263224 2.146364 -6.135748 0.00 0.00 0.00
H -0.351906 0.854596 -5.326367 -0.01 0.00 0.00
H 0.230038 2.510625 -5.259674 0.00 0.00 0.00
H -3.078963 3.172566 -4.883165 0.00 0.01 0.00
H -4.278799 3.423686 -2.723834 -0.01 -0.01 0.00
H -4.475130 2.988407 -0.432429 0.01 0.01 0.00
H -3.002593 3.907091 1.327347 0.00 0.00 0.00
H -1.300510 2.289639 2.303755 0.01 0.00 -0.01
O -1.688173 -1.485340 -1.063932 -0.14 -0.03 0.03
C -3.021718 -1.128419 -0.481243 -0.12 0.09 0.00
C -2.902705 0.251195 0.129238 0.07 -0.06 -0.03
O -3.945360 1.070298 -0.072053 -0.04 0.00 0.05
O -0.820642 1.298585 -0.646403 -0.21 0.00 -0.16
C -4.003223 -1.075484 -1.648380 0.00 0.03 0.02
C -3.563740 -0.768712 -2.929586 -0.01 0.00 -0.02
C -4.477291 -0.652100 -3.969629 0.04 0.00 0.03
C -5.830703 -0.829124 -3.731571 -0.02 0.00 0.02
C -6.271721 -1.123436 -2.447632 -0.01 0.01 -0.03
C -5.362733 -1.245063 -1.409815 0.03 -0.04 0.00
C -3.355788 -2.240178 0.503237 0.05 0.00 -0.02
C -3.470229 -2.016576 1.867602 -0.03 0.02 -0.01
C -3.720210 -3.075219 2.728753 0.00 -0.01 0.00
C -3.842324 -4.363991 2.231411 0.00 0.01 -0.01
C -3.730220 -4.593942 0.866667 -0.01 0.01 0.00
C -3.500496 -3.534599 0.003668 0.01 -0.01 0.02
H -1.518473 -2.389505 -0.747143 0.12 -0.01 0.00
H -2.509003 -0.626245 -3.125488 -0.01 -0.02 -0.01
H -4.125454 -0.426604 -4.968042 0.00 0.00 0.00
H -6.541260 -0.742851 -4.542785 0.00 0.00 0.00
H -7.326985 -1.263376 -2.254768 0.00 0.00 0.00
H -5.712028 -1.474818 -0.410908 0.00 0.00 0.00
H -3.370997 -1.014009 2.264262 0.01 0.01 0.00
H -3.814772 -2.891773 3.790613 0.00 0.00 0.00
H -4.035088 -5.187870 2.906043 0.00 0.00 0.00
H -3.838649 -5.595133 0.471174 0.00 0.00 0.00
H -3.451920 -3.713093 -1.065072 0.00 0.00 -0.02
Cl 3.624780 -7.149071 -0.434348 0.01 0.00 0.00
C 2.122800 -6.782873 0.355577 -0.01 -0.01 0.00
C 1.281654 -7.822875 0.707532 -0.01 0.00 0.01
C 0.083632 -7.545297 1.344825 0.02 0.00 -0.01
C -0.275807 -6.231423 1.594837 -0.01 -0.01 0.00
C 0.564808 -5.202889 1.206833 -0.03 0.01 0.01
Cl 0.021252 -3.570719 1.457795 0.02 -0.01 0.00
C 1.801860 -5.443158 0.602463 0.04 -0.06 -0.01
N 2.649973 -4.411462 0.196169 -0.08 0.06 -0.01
C 3.263768 -3.522633 1.101021 0.00 -0.13 0.04
C 3.286367 -3.777597 2.469406 -0.03 -0.02 0.01
C 3.896726 -2.892950 3.342013 0.00 0.02 -0.02
C 4.513730 -1.746614 2.861320 -0.02 -0.04 0.00
C 4.496155 -1.493928 1.500246 0.01 0.01 -0.01
C 3.875034 -2.365085 0.612501 0.03 0.12 0.01
C 3.780197 -1.974565 -0.854940 0.01 -0.04 -0.02
C 2.426496 -1.381612 -1.015302 0.01 0.31 0.20
O 1.380737 -2.098653 -1.176497 -0.13 -0.33 -0.01
O 2.190320 -0.136018 -0.862115 -0.09 0.03 0.10
H 1.578013 -8.839616 0.492277 0.00 0.00 0.00
H -0.572302 -8.352501 1.639378 0.00 0.00 0.00
H -1.215316 -5.988478 2.071847 0.01 0.00 0.00
H 3.219590 -4.658745 -0.598039 0.04 -0.03 0.02
H 2.827363 -4.682636 2.846573 0.00 0.00 0.01
H 3.901867 -3.110407 4.401897 0.00 0.00 0.00
H 5.002871 -1.058606 3.536599 0.00 0.00 0.00
H 4.962549 -0.595961 1.112666 0.00 0.00 0.00
H 3.886126 -2.817789 -1.535868 0.02 0.00 0.00
H 4.531933 -1.223862 -1.088573 -0.02 0.00 -0.03


Calculated max |F| (eV/Å), listed in the same order as above: 3.477, 0.794, 1.798, 0.713